The following is a quantum chemistry calculation of one molecule with the formula C13H19ClN2O, from the Open Molecules 2025 dataset.

Summary:
energy above the lowest of the compared OMol25 structures with the same formula, charge and spin: 0.0 kcal/mol
total energy: -31340.701 eV
total charge: 0
strongest force on any atom: 0.011 hartree/bohr

Structure (XYZ):
```
36
Properties=species:S:1:pos:R:3:forces:R:3:mulliken_charge:R:1
O 0.402566 -0.294138 1.911118 0.10 -0.19 0.35 -0.69
H -1.647820 -1.985837 1.031852 0.05 -0.07 0.07 0.23
C -1.279838 -1.490511 -1.034850 -0.09 0.01 0.11 -0.76
H -0.208054 -1.684040 -0.943384 0.03 -0.01 -0.10 0.26
C -1.528502 0.019680 -0.988555 0.07 -0.24 0.15 -1.26
H 0.977750 0.938160 -0.935017 0.00 -0.05 0.12 0.29
H -0.961434 0.489145 -1.797638 -0.05 0.10 -0.06 0.35
N 3.271259 0.653316 -1.012851 -0.49 0.07 0.01 -0.59
H -3.838176 -1.137236 0.222658 -0.12 0.13 0.01 0.28
H -1.745021 -3.342748 -0.080112 0.05 0.01 0.08 0.43
C -3.523575 -2.150074 -0.015568 0.25 -0.08 0.09 -1.26
C 4.549667 -0.513159 1.145432 0.07 0.16 -0.37 -0.66
H -1.861558 0.327806 1.118792 0.15 -0.03 0.02 0.56
C -1.156325 0.663590 0.353229 0.04 0.14 -0.12 0.71
C 4.577511 0.477630 -1.031895 0.32 -0.12 0.17 -0.51
H -0.789570 2.587514 1.237197 0.08 0.04 -0.04 0.43
H 5.090222 0.811676 -1.922810 0.17 -0.01 -0.02 0.39
C 0.219915 0.226513 0.834584 -0.39 0.14 -0.22 -0.26
H -3.991804 -2.823011 0.698838 -0.12 -0.02 0.05 0.40
H -1.595846 -1.856452 -2.015432 0.08 -0.04 -0.03 0.50
C 2.580561 0.263242 0.056429 0.57 -0.13 0.11 0.32
H -0.585319 2.569568 -0.515042 0.09 0.01 0.02 0.27
H 5.059511 -0.967281 1.980770 0.05 -0.03 0.06 0.43
C -2.007013 -2.289847 0.047952 -0.06 0.05 -0.18 -0.36
H -3.044159 2.446625 -0.819805 -0.11 0.00 -0.08 0.33
H 2.583956 -0.631988 2.011946 -0.01 0.00 0.01 0.49
Cl 6.975722 -0.308853 -0.050113 0.16 0.00 -0.04 -0.21
C 3.181580 -0.330359 1.168642 -0.09 0.00 0.03 -0.21
C -2.624236 2.735911 0.139882 0.24 -0.02 -0.04 -1.37
H -3.888246 -2.399980 -1.010058 -0.11 0.00 -0.11 0.30
C 5.263436 -0.101929 0.025340 -0.25 -0.02 0.12 0.49
C -1.206484 2.199722 0.304437 -0.23 -0.09 0.13 -0.60
H -3.269519 2.357807 0.929348 -0.11 -0.03 0.08 0.33
H -2.619996 3.821926 0.193482 -0.08 0.09 -0.01 0.42
N 1.222337 0.506245 -0.053756 -0.22 0.16 -0.26 0.02
H -2.583487 0.211366 -1.185050 -0.01 0.11 -0.07 0.52
```
Positions in Å, forces in eV/Å.



The following is a quantum chemistry calculation of a 2-piece molecular cluster, C11H15N2O overall at a distorted geometry, from the Open Molecules 2025 dataset.

Summary:
energy above the lowest of the compared OMol25 structures with the same formula, charge and spin: 34.9 kcal/mol
total energy: -16669.322 eV
total charge: +1
strongest force on any atom: 0.077 hartree/bohr

Structure (XYZ):
```
29
Properties=species:S:1:pos:R:3:forces:R:3:mulliken_charge:R:1
H 3.713645 1.796085 2.041820 0.29 -0.89 -0.05 0.29
C -3.987252 -2.656983 -2.153418 -0.07 0.06 0.13 -0.45
O 3.654842 -0.060150 0.938143 -0.40 1.39 -0.27 -0.36
C 3.014009 0.733164 -0.084402 -0.43 -0.41 1.15 -0.81
C -3.923067 -1.681454 -1.193558 -0.11 0.00 0.03 -0.45
H -4.639115 -1.367310 -0.450884 0.00 -0.03 -0.07 0.35
H 5.301180 0.938748 1.691890 -1.07 0.04 0.62 0.24
N -0.235949 2.467009 1.150386 0.16 -1.25 -0.08 0.00
C -1.979943 -1.656199 -2.304384 0.11 0.00 -0.06 -0.33
C -2.754989 -2.641265 -2.857458 0.15 0.04 0.00 -0.53
N -2.699320 -1.071625 -1.293818 0.02 -0.07 0.07 0.05
H 1.056979 -1.286833 0.549886 -0.26 1.04 0.10 0.47
C 1.534111 0.950289 0.433062 -0.75 -0.19 -0.20 0.55
H -1.309863 -0.840894 1.433685 0.26 1.12 -0.02 0.47
H 4.114634 0.242756 2.945158 0.23 0.66 -0.97 0.25
C 0.695079 -0.245965 0.703506 -1.48 3.61 0.76 -0.15
C 1.040148 2.293858 0.659680 0.02 -2.52 -0.01 -0.25
H -2.106704 1.621018 1.857209 1.25 0.17 -0.51 0.40
H -0.982841 -1.319494 -2.541102 -0.06 -0.02 -0.05 0.38
H 3.551785 1.718757 -0.189541 -0.64 -0.96 -0.27 0.41
H 3.038935 0.117631 -1.018841 -0.13 0.77 0.71 0.32
C 4.217032 0.796081 1.972055 0.67 -0.56 0.02 -0.57
H -2.379646 -0.315058 -0.717430 -0.09 -0.03 -0.17 0.22
C -1.085184 1.422816 1.444403 0.84 -2.08 -0.44 -0.24
C -0.666025 0.041841 1.225973 2.24 1.06 -0.70 -0.73
H -0.575507 3.418272 1.302229 0.12 -0.33 -0.01 0.30
H -4.825859 -3.311463 -2.330885 0.05 0.04 0.01 0.40
H -2.469600 -3.281383 -3.677301 -0.02 0.04 0.05 0.39
H 1.688482 3.177750 0.463937 -0.89 -0.72 0.22 0.38
```
Positions in Å, forces in eV/Å.



The following is a quantum chemistry calculation of one molecule with the formula C3H5NO2 at a distorted geometry, from the Open Molecules 2025 dataset.

Summary:
energy above the lowest of the compared OMol25 structures with the same formula, charge and spin: 36.0 kcal/mol
total energy: -8776.135 eV
total charge: 0
strongest force on any atom: 0.022 hartree/bohr

Structure (XYZ):
```
11
Properties=species:S:1:pos:R:3:forces:R:3:mulliken_charge:R:1
C 0.061435 0.762619 -0.308481 0.25 -0.11 -0.16 -0.61
O -1.070851 -1.363597 0.009890 -0.23 0.05 -0.08 -0.51
O -1.074886 1.425795 0.209740 -0.01 0.27 0.12 -0.52
H 0.995661 1.287974 -0.083294 -0.12 -0.07 0.00 0.40
N 2.143359 -1.926760 -0.757712 -0.85 0.55 0.49 -0.40
C 0.099923 -0.643195 0.296072 0.26 0.09 0.01 0.41
H 0.256958 -0.560808 1.384038 -0.04 -0.03 -0.20 0.14
C 1.241123 -1.382017 -0.283166 0.83 -0.48 -0.39 0.10
H -1.786715 -0.722327 -0.093829 0.01 -0.06 0.15 0.36
H -0.035115 0.675527 -1.398225 0.04 0.00 0.14 0.30
H -0.810928 2.265288 0.603091 -0.12 -0.21 -0.07 0.32
```
Positions in Å, forces in eV/Å.



The following is a quantum chemistry calculation of C54H53ClF2IN3O2RbSb3Se as an isolated structure, from the Open Molecules 2025 dataset.

Summary:
energy above the lowest of the compared OMol25 structures with the same formula, charge and spin: 0.0 kcal/mol
total energy: -177097.981 eV
total charge: -2
strongest force on any atom: 0.015 hartree/bohr

Structure (XYZ):
```
121
Properties=species:S:1:pos:R:3:forces:R:3:mulliken_charge:R:1
N 4.195719 3.666888 2.791653 0.04 0.01 0.05 -0.66
H 1.700061 4.133138 4.469543 0.02 0.01 -0.01 0.47
C 3.238720 -6.661004 -1.573210 -0.01 0.00 0.01 -0.20
C -1.534736 -4.801106 3.957131 0.02 -0.01 -0.01 -0.56
Cl -3.495590 -4.274031 5.740315 0.00 0.00 0.00 -0.34
H -0.681910 0.601585 -6.666121 0.00 0.00 0.00 0.38
C 3.560560 -4.482386 -2.733742 0.02 -0.02 0.00 -1.96
C -4.245986 -0.875029 -3.306085 0.01 0.00 0.00 0.50
H 0.821565 -0.219449 1.954302 0.13 0.20 0.43 -0.06
C -1.698470 0.093179 3.281171 0.02 0.00 0.00 -0.90
H 0.680084 1.660596 -2.750669 0.01 0.00 0.00 0.54
H 4.041943 -7.750427 1.522124 0.00 0.00 0.00 0.38
C -2.316065 -3.829048 4.519090 -0.01 0.01 0.02 0.46
Rb -0.110562 -1.002103 -0.200510 -0.31 -0.02 -0.69 1.23
H 5.337278 -3.140671 -1.127550 0.01 0.02 0.01 0.60
C 0.546414 3.684635 2.730775 -0.03 0.04 -0.05 0.12
C -1.842477 3.899505 2.899959 0.01 -0.03 -0.01 1.77
C -3.416226 2.380722 -1.184647 -0.02 0.00 0.04 -0.72
O 0.456051 -2.857978 1.616096 0.09 -0.23 0.17 -0.14
C -2.921622 -0.994350 -2.906772 0.01 0.01 0.01 -0.06
C 0.500155 -4.483278 -1.507132 -0.02 0.01 0.01 -0.66
C -1.786274 -0.141243 -4.986116 0.01 -0.01 -0.01 -0.26
H 5.757237 -3.546133 0.538877 -0.01 0.01 0.01 0.66
H 0.341816 -5.539991 -1.299757 0.01 0.00 0.00 0.39
C 4.797243 -0.560239 0.876015 0.03 -0.01 0.00 -1.16
H -3.660736 -1.613973 5.439490 0.00 0.00 0.00 0.39
C 3.342327 -7.530521 -0.501488 0.01 0.01 0.00 -0.57
C -1.662952 4.346155 4.207987 -0.01 0.00 -0.01 -0.65
Sb 1.480896 -4.207619 -3.382481 0.01 -0.01 -0.01 0.66
C -2.543461 -1.890298 -1.878239 -0.01 0.06 -0.07 -0.48
H -0.468393 -3.980456 -1.582704 0.00 -0.01 0.00 0.17
H 2.928575 -8.529286 -0.568204 0.00 0.00 0.00 0.38
H 4.073204 -4.925452 -3.591011 0.01 0.01 0.00 0.54
C -0.011277 1.148954 -3.414365 -0.02 0.02 0.01 -0.56
H -2.543575 4.554977 4.807405 0.00 0.00 0.00 0.40
H -5.218561 1.797334 -2.190014 0.00 0.00 0.00 0.39
C -2.679087 -0.127576 4.262511 0.00 -0.01 0.01 -0.75
C -4.656318 2.619864 -1.765745 0.01 0.00 0.00 -0.64
C -2.172764 -2.474893 4.135322 0.00 0.01 0.01 0.56
H 2.738568 -6.991119 -2.479437 0.00 0.00 0.00 0.36
C 1.506590 -2.069843 -3.202719 -0.06 -0.10 0.06 -0.27
H -1.655225 -5.828379 4.275347 0.00 0.00 0.00 0.42
F -4.601699 0.019964 -4.287425 0.00 -0.01 0.01 -0.46
H -1.467833 1.101888 2.950940 -0.01 0.01 -0.01 0.71
H 4.807124 0.115310 0.020760 0.01 0.00 -0.01 0.35
H -2.992575 6.762533 -0.000933 0.00 0.00 0.00 0.45
C 0.384350 4.031424 -1.229831 0.01 0.01 -0.01 0.35
H -3.904130 3.531464 3.324222 0.00 0.01 0.00 0.54
H 4.483467 -0.001957 1.758899 -0.01 0.00 -0.01 0.18
C 2.614395 3.749277 -0.015685 -0.13 0.00 -0.05 -0.91
C 3.864559 2.730635 3.395162 -0.07 -0.03 0.00 0.20
H 3.674010 3.771285 -0.264550 0.00 0.00 0.03 0.46
H -2.511596 -0.681728 -5.578517 0.00 0.00 0.00 0.52
C -4.904152 -2.482457 -1.742345 0.00 0.00 0.01 0.43
O 1.480726 0.386446 1.565843 0.15 0.01 0.06 1.16
H -1.836830 5.656121 0.758479 0.00 0.00 0.02 0.11
N -1.005310 -0.878120 2.736973 0.05 -0.01 0.07 0.53
H 1.426760 3.338505 2.213965 0.06 0.04 -0.05 -0.37
H 1.984419 -1.840380 -2.248481 0.02 0.10 -0.05 -0.15
C 3.737425 -5.357531 -1.526430 -0.03 -0.01 0.00 0.93
H 5.803423 -0.949377 1.041313 0.00 -0.01 0.01 0.43
C 0.709381 4.124569 4.036367 0.00 -0.03 0.01 -0.96
H 4.506252 -2.960822 2.898066 0.00 0.00 -0.01 0.54
H -6.111673 4.120737 -2.246701 0.00 0.00 0.00 0.36
H -3.223531 0.711681 4.675548 0.00 0.00 0.00 0.51
H -3.356602 2.759302 1.841382 0.00 -0.02 -0.01 0.30
C -0.404474 4.486681 4.771009 0.01 -0.01 0.02 -0.89
C 1.728085 5.255000 -3.370440 0.01 -0.01 0.01 -0.86
C 1.774780 4.221478 -1.169139 0.03 -0.14 -0.03 1.01
H 0.469079 -1.733750 -3.187950 0.01 0.04 -0.02 -0.08
C -2.661156 3.416218 -0.634255 0.00 -0.04 -0.11 0.43
C -3.147985 4.730489 -0.691405 0.00 0.01 0.04 1.05
H 0.967024 1.812954 -5.202790 0.00 0.00 0.00 0.50
C -1.214060 -2.153085 3.144113 -0.01 0.00 -0.01 -0.54
H -3.031112 1.365568 -1.175512 -0.01 0.01 -0.01 0.55
H -4.780988 5.968417 -1.304954 0.00 0.00 0.00 0.37
H 3.490777 4.984064 -2.185470 0.00 0.00 0.00 0.38
C -2.349521 5.897714 -0.173136 -0.02 0.01 0.01 -1.26
H 2.035850 -1.576056 -4.016061 0.01 -0.03 -0.01 0.45
H -1.578460 6.185402 -0.891665 -0.01 0.01 0.01 0.26
C -3.600147 -2.634238 -1.319692 -0.02 0.01 0.00 -0.69
H 2.017009 0.695870 2.324533 -0.09 -0.09 0.01 -0.50
C 3.472951 -2.894230 2.553183 0.05 0.01 0.02 -1.19
C 3.964875 -7.097401 0.661348 0.00 0.00 0.00 -0.82
H -0.302160 4.822661 5.795858 0.00 0.00 0.00 0.36
C 4.477444 -5.813737 0.719592 0.00 -0.01 -0.01 -0.45
C 0.150378 1.238766 -4.785956 0.01 -0.01 0.00 -0.82
C -4.394014 4.955037 -1.267958 0.00 0.00 -0.01 -0.85
H 2.930785 -2.184069 3.176627 -0.02 -0.01 -0.01 0.25
C 4.387861 -4.924746 -0.356473 0.03 0.03 -0.01 0.73
N -0.990500 0.465233 -2.825022 0.05 0.01 0.02 0.68
H -6.301016 -1.476008 -3.053969 0.00 0.00 0.00 0.45
Sb 3.408048 -2.171705 0.548311 0.02 0.16 -0.10 0.16
H -3.666743 4.483237 1.861752 0.00 0.01 -0.03 0.29
H -1.353201 4.236269 -2.482935 0.03 0.00 -0.01 0.39
C 4.948704 -3.547175 -0.194144 -0.04 -0.11 0.05 -1.83
H 1.064727 -4.047485 -0.682167 0.01 -0.01 -0.01 0.06
H 4.959054 -5.472187 1.629181 0.00 0.00 0.00 0.28
C -0.290232 4.422938 -2.387968 -0.01 0.07 -0.01 -0.61
Sb -0.758908 2.758526 0.120626 0.07 -0.20 0.10 0.52
H -3.419545 -3.352878 -0.522908 0.00 0.00 0.00 0.49
C -5.146173 3.913983 -1.800132 0.00 0.00 0.00 -0.74
I 0.608043 -5.988515 2.162578 0.00 0.00 0.00 0.05
H 2.365069 2.721919 0.267703 -0.02 0.01 0.04 -0.24
H 2.981272 -3.863886 2.603860 -0.01 0.01 0.01 0.16
C -1.875258 -0.184789 -3.591559 -0.03 0.02 0.00 -0.20
C 2.417479 4.840399 -2.241768 -0.02 0.05 0.00 -0.60
Se 3.272591 1.273754 4.323970 0.10 0.05 0.00 -0.41
F -5.901393 -3.218718 -1.165564 0.01 0.00 -0.01 -0.37
C -0.766247 0.571898 -5.585905 0.00 0.00 0.01 -0.82
C -0.586595 -4.486940 2.981911 -0.06 0.02 0.02 -0.16
H -0.195956 5.320105 -4.331119 0.00 0.00 0.00 0.45
C -0.374432 -3.176983 2.503363 0.05 0.02 0.03 -0.26
H 3.971462 -3.485543 -2.588514 -0.02 0.00 0.02 0.43
C -3.263538 3.658254 2.450031 0.01 0.01 0.00 -1.75
H 2.480199 4.378610 0.861569 0.07 0.01 0.00 0.29
C 0.363161 5.035258 -3.447910 0.00 0.00 -0.01 -0.88
C -0.704245 3.626123 2.115552 -0.18 0.03 0.03 -0.09
C -2.915927 -1.405673 4.682859 0.01 0.00 -0.01 -1.11
H 2.258910 5.727894 -4.188259 0.00 0.00 0.00 0.36
C -5.274712 -1.599318 -2.740231 -0.01 0.01 0.00 -0.73
```
Positions in Å, forces in eV/Å.



The lowest strongest force on any atom belongs to which entry? C13H19ClN2O



Among the records above, which one has the highest strongest force on any atom? C11H15N2O



Which value of total energy does entry 3 give? -8776.135 eV